A single C7H13NO2S molecule at a distorted geometry, computed with ωB97M-V/def2-TZVPD.

As for the calculated total energy: -877.77556 hartree. The SMILES is CCCCC[C@@H](C=S)[N+](=O)[O-]. The net charge is 0. Its gap between HOMO and LUMO is 8.63 eV. The LUMO energy is -0.640 eV. For the energy above the lowest of the compared OMol25 structures with the same formula, charge and spin, the calculation gives 116.1 kcal per mole.

Geometry as XYZ:
```
24
Properties=species:S:1:pos:R:3:mulliken_charge:R:1
C -1.8411 -1.1619 3.2240 -1.296
C -1.5339 -1.0527 1.7348 -0.494
C -0.3173 -0.2254 1.2607 -0.822
C -0.3561 0.1078 -0.2090 -0.724
C 1.0757 0.5098 -0.6187 -0.742
C 1.1909 0.4356 -2.1265 0.310
C 0.4683 1.6492 -2.6643 -0.472
S -1.0514 1.6131 -3.0926 -0.194
N 2.6209 0.3407 -2.5461 1.023
O 3.1206 -0.7401 -2.5483 -0.595
O 3.0902 1.3452 -2.9422 -0.611
H -1.9689 -0.1944 3.7434 0.349
H -0.9671 -1.4830 3.8682 0.297
H -2.7364 -1.7991 3.3122 0.337
H -1.2803 -2.0972 1.4792 0.227
H -2.4302 -0.7669 1.1456 0.360
H -0.3425 0.6152 1.9585 0.321
H 0.5414 -0.7895 1.3871 0.454
H -0.8597 -0.6082 -0.7932 0.563
H -0.9041 1.0451 -0.3129 0.283
H 1.2616 1.4917 -0.1768 0.265
H 1.5672 -0.2134 0.0632 0.467
H 0.5824 -0.5244 -2.3901 0.333
H 1.0700 2.5026 -2.7562 0.364
```

***

A molecular structure, C15H24ClHgN6O5, computed with ωB97M-V/def2-TZVPD.

As for the calculated total energy: -1904.33521 hartree. The multiplicity is 2. The net charge is 0. Its gap between HOMO and LUMO (spin up / spin down) is 5.88 / 8.57 eV. The LUMO energy (spin up / spin down) is 0.505 / 0.502 eV. For the energy above the lowest of the compared OMol25 structures with the same formula, charge and spin, the calculation gives 0.0 kcal per mole. As for the expectation value of S²: 0.763.

Geometry as XYZ:
```
52
Properties=species:S:1:pos:R:3:lowdin_spin:R:1
Hg -0.2079 0.1030 0.0958 0.006
O -4.9517 0.3009 0.0023 0.007
C -3.6569 -0.0739 -0.0086 0.004
O -3.0515 -0.2836 1.0035 -0.004
C -3.0980 -0.1936 -1.3936 0.037
C -3.9215 -0.0337 -2.4724 0.097
C -3.3764 -0.1769 -3.7808 0.094
C -2.0712 -0.5353 -3.9037 0.031
C -1.2732 -0.7232 -2.7534 0.176
N -1.7824 -0.4756 -1.4939 0.247
C 0.0557 -1.2335 -2.7380 0.137
O 0.7186 -1.4783 -3.9060 0.044
O 0.6499 -1.5199 -1.6954 0.106
H -5.1964 0.3471 0.9358 0.000
H -4.9651 0.1917 -2.3191 0.004
H -3.9975 -0.0396 -4.6563 0.005
H -1.6712 -0.7029 -4.8977 -0.001
H 0.1650 -1.2336 -4.6535 0.000
C 3.3158 4.5778 -0.7071 0.000
N 2.0746 4.1332 -1.3390 0.000
C 0.9988 5.1022 -1.2652 0.000
C 1.7118 2.7981 -1.3251 0.000
N 0.5362 2.3442 -1.1495 0.001
N 2.7869 1.9517 -1.6383 0.000
C 2.9285 0.6209 -1.2534 0.001
N 3.6370 -0.1226 -2.1786 0.000
N 2.4894 0.2026 -0.1297 0.001
H 3.7781 5.3679 -1.2992 0.000
H 4.0136 3.7534 -0.6108 0.000
H 3.1190 4.9722 0.2955 0.000
H 1.3863 6.0741 -1.5658 0.000
H 0.5862 5.1878 -0.2530 0.000
H 0.1984 4.8287 -1.9509 0.000
H -0.1024 3.0559 -0.8176 0.000
H 3.3857 2.2734 -2.3781 0.000
H 3.5014 0.1651 -3.1367 0.000
H 3.4477 -1.1094 -2.0850 0.000
H 2.6379 -0.7981 -0.0449 0.000
Cl -1.1122 2.7962 1.7601 0.000
C -0.3464 1.1634 1.9437 0.004
H -0.9767 0.6036 2.6244 0.000
H 0.6324 1.3225 2.3804 0.000
C 2.7793 -0.6992 3.1482 0.000
C 1.8548 -1.8721 2.9351 0.000
C 1.9772 -3.0299 3.9008 0.000
O 1.0291 -1.8777 2.0492 0.000
H 2.5646 -0.2465 4.1224 0.000
H 2.6491 0.0353 2.3558 0.000
H 3.8176 -1.0412 3.1738 0.000
H 3.0231 -3.3066 4.0493 0.000
H 1.4067 -3.8810 3.5359 0.000
H 1.5780 -2.7251 4.8731 0.000
```

***

A gas-phase ion, C2H9N2 (charge +1) at a distorted geometry, computed with ωB97M-V/def2-TZVPD.

As for the calculated total energy: -190.81059 hartree. The SMILES is NCC[NH3+]. The net charge is +1. Its gap between HOMO and LUMO is 9.32 eV. The LUMO energy is -4.066 eV. For the energy above the lowest of the compared OMol25 structures with the same formula, charge and spin, the calculation gives 40.0 kcal per mole.

Geometry as XYZ:
```
13
Properties=species:S:1:pos:R:3:mulliken_charge:R:1
N 2.1101 -0.0615 0.0127 -0.528
C 0.8190 0.5717 -0.0013 -0.541
C -0.2792 -0.4545 -0.1388 -0.446
N -1.6559 0.1977 0.0327 -0.396
H 2.5125 -0.2023 0.9030 0.248
H 2.1926 -0.8813 -0.6383 0.248
H 0.7717 1.2448 -0.8496 0.295
H 0.5788 1.1096 0.8763 0.408
H -0.1813 -1.1842 0.7010 0.290
H -0.6717 -1.1816 -0.9869 0.345
H -2.3883 -0.4479 0.3184 0.355
H -1.9788 0.3987 -0.9644 0.395
H -1.8294 0.8908 0.7351 0.327
```

***

Among the records above, which one has the highest calculated total energy?
C2H9N2

***

Which of these has the lowest energy above the lowest of the compared OMol25 structures with the same formula, charge and spin?
C15H24ClHgN6O5

***

Which of these has the lowest calculated total energy?
C15H24ClHgN6O5